(1)
{"formula": "C4H5NO2", "method": "the ωB97M-V functional and the def2-TZVPD basis", "smiles": "OCc1cocn1", "max_force_ev_per_a": 5.96, "de_lowest_kj_mol": 183.71, "homo_lumo_gap_ev": 10.0, "energy_ha": -360.599448, "lumo_ev": 0.95, "e_homo_ev": -9.0, "symbols": ["O", "C", "C", "C", "O", "C", "N", "H", "H", "H", "H", "H"], "coordinates": [[-2.034282, -0.355836, 0.702383], [-1.482052, 0.171312, -0.519703], [-0.030634, 0.085006, -0.356145], [0.788179, -1.077353, -0.213260], [2.021597, -0.702803, 0.139551], [1.969188, 0.636796, 0.287101], [0.813332, 1.153112, 0.007696], [-2.036090, 0.105154, 1.523326], [-1.649470, 1.290231, -0.790809], [-1.789930, -0.407202, -1.266802], [0.586827, -2.097936, -0.174009], [2.843338, 1.199514, 0.660667]], "forces_ev_per_angstrom": [[-1.315, -1.273, -1.734], [1.623, 4.354, 3.729], [4.388, -2.296, 0.958], [-2.271, 3.415, -0.597], [0.641, 0.400, 0.591], [-0.349, 0.863, -0.100], [-0.337, -0.449, -0.232], [0.532, 1.366, 0.301], [-0.450, -1.778, 0.769], [-1.644, -2.433, -2.892], [-0.267, -1.403, -0.321], [-0.552, -0.766, -0.472]]}

=====

(2)
{"formula": "C2H8N2S2", "method": "the ωB97M-V functional and the def2-TZVPD basis", "smiles": "[H]/N=C/N.CSS", "max_force_ev_per_a": 5.18, "de_lowest_kj_mol": 294.69, "homo_lumo_gap_ev": 9.0, "energy_ha": -986.770379, "lumo_ev": 0.36, "e_homo_ev": -8.6, "symbols": ["H", "N", "C", "N", "H", "H", "H", "C", "S", "S", "H", "H", "H", "H"], "coordinates": [[2.993096, -2.934578, 1.006287], [3.137236, -2.686971, 2.023248], [2.099547, -2.225424, 2.578392], [1.341833, -2.739662, 3.529347], [1.426330, -1.465731, 2.089683], [1.851634, -3.285270, 4.200549], [0.498751, -3.003568, 2.956635], [-1.058960, 2.187475, -2.559769], [-2.662164, 1.948392, -3.367808], [-3.870429, 3.690021, -3.451831], [-0.299595, 2.875706, -3.018049], [-0.664703, 1.241127, -2.296921], [-1.185678, 2.436603, -1.487311], [-3.606899, 3.961874, -2.202453]], "forces_ev_per_angstrom": [[0.908, 1.980, 1.243], [0.204, -1.764, -0.137], [-0.450, 1.147, -5.033], [-1.453, 0.272, 2.326], [0.560, -0.188, -0.453], [-0.621, -1.286, -0.080], [0.849, -0.162, 2.135], [-0.015, 2.153, 1.162], [-0.155, -0.554, -0.337], [1.157, -0.632, -0.527], [-0.882, -0.813, 0.209], [0.496, -1.550, -1.036], [-0.361, 0.956, -0.525], [-0.238, 0.440, 1.055]]}

=====

(3)
{"formula": "CH3NO2S", "method": "the ωB97M-V functional and the def2-TZVPD basis", "max_force_ev_per_a": 3.66, "de_lowest_kj_mol": 210.64, "homo_lumo_gap_ev": 9.1, "energy_ha": -643.233935, "lumo_ev": 0.17, "e_homo_ev": -8.9, "symbols": ["C", "N", "O", "O", "S", "H", "H", "H"], "coordinates": [[-0.638132, -0.389908, -0.054261], [0.406733, 0.167091, 0.323449], [-0.346719, -2.196611, -2.630750], [0.669954, 0.071093, -2.423561], [-0.628935, -0.865266, -2.102946], [-1.751004, -0.656748, 0.195083], [0.404032, 0.341311, 1.373551], [1.137944, 0.279716, -1.618006]], "forces_ev_per_angstrom": [[-1.186, -1.600, -3.075], [-0.634, -0.449, 2.428], [0.281, -0.094, 1.265], [-0.828, -0.468, -0.468], [-0.537, 1.499, -0.390], [2.281, 0.633, 0.696], [0.032, 0.313, -1.471], [0.591, 0.166, 1.015]]}